38
Properties=species:S:1:pos:R:3 method="wB97M-V/def2-TZVPD" orbital_gap_ev=9.66 multiplicity=1 total_charge=+2 homo_energy_ev=-17.449 total_energy_ev=-18276.6948
C 2.2657 -1.4069 0.0807
C 2.1565 0.2341 1.6217
C 3.7719 1.6889 -0.9343
C -1.6436 -2.0768 -0.4308
C -3.6842 -0.6021 -0.8425
C -2.9122 -0.9984 1.5236
C -0.8024 0.3907 -1.4171
C 2.4836 2.0415 -0.2628
C 0.8069 0.5673 1.2319
C -2.3452 -0.7909 -0.0205
C -1.5902 0.4428 -0.2177
N 1.8900 -0.3913 -0.6493
N 2.5016 -1.1636 1.3805
N 1.8307 0.6816 0.1914
O -1.8476 1.4447 0.4449
H 2.5299 -2.3147 -0.5051
H 2.7690 0.8666 2.3293
H 4.2958 0.9684 -0.4556
H 3.5475 1.3370 -2.0100
H 4.2990 2.6918 -1.0617
H -1.4679 -2.0567 -1.5565
H -2.2975 -2.9406 -0.1750
H -0.6780 -2.4247 -0.0185
H -3.4353 -0.9197 -1.8661
H -4.5477 -0.9307 -0.2629
H -3.8061 0.5114 -0.8919
H -3.7296 -0.3076 1.7325
H -2.0016 -0.7326 2.1702
H -3.3477 -1.9495 1.7661
H 0.1409 -0.1796 -1.4046
H -1.2767 0.0129 -2.3795
H -0.5958 1.5111 -1.6363
H 1.8889 2.5519 -0.8775
H 2.6508 2.6990 0.6287
H 0.3558 1.4253 1.6747
H 0.1263 -0.2000 1.0191
H 3.0152 -1.8784 1.8575
H -1.3168 2.1982 0.2233

8
Properties=species:S:1:pos:R:3 method="wB97M-V/def2-TZVPD" orbital_gap_ev="9.14 / 9.13" smiles="[H]/N=C/ON" multiplicity=1 total_charge=0 homo_energy_ev="-8.600 / -8.598" total_energy_ev=-6123.9753
H -2.7412 0.4799 -0.0543
N -2.2001 -0.2878 -0.1357
C -0.6437 0.2390 -0.0733
O 0.2645 -0.6667 -0.1561
N 1.6584 -0.3712 -0.1721
H -0.3851 1.3963 -0.0185
H 2.1023 -1.1741 0.0448
H 1.9450 0.3845 0.5652

6
Properties=species:S:1:pos:R:3 method="wB97M-V/def2-TZVPD" orbital_gap_ev=11.48 smiles=c1nnon1 multiplicity=1 total_charge=0 homo_energy_ev=-11.467 total_energy_ev=-7567.8438
C -0.4146 -0.5645 0.2301
N 0.1892 0.4263 1.0126
N 0.8081 1.2157 0.3177
O 0.5914 0.6848 -1.1419
N -0.1526 -0.3751 -1.0258
H -1.0215 -1.3873 0.6072

12
Properties=species:S:1:pos:R:3 method="wB97M-V/def2-TZVPD" orbital_gap_ev=10.23 smiles="[H]/N=C/NSC(N)=O" multiplicity=1 total_charge=0 homo_energy_ev=-9.535 total_energy_ev=-19507.9549
H -1.0308 2.9870 2.3232
N -1.3118 2.0387 2.0963
C -0.7938 1.6407 0.9955
N -0.9741 0.3996 0.4212
S -0.3673 -0.0256 -1.1257
C 0.9734 -1.1892 -0.6996
N 1.0348 -1.2949 0.6663
O 1.7479 -1.6063 -1.4873
H -0.0361 2.1932 0.4122
H -1.7152 -0.1574 0.7940
H 1.7735 -1.8391 1.0207
H 0.5831 -0.6368 1.2976

61
Properties=species:S:1:pos:R:3 method="wB97M-V/def2-TZVPD" orbital_gap_ev="6.69 / 5.66" s_squared=8.78 multiplicity=6 total_charge=+2 homo_energy_ev="-12.116 / -14.646" total_energy_ev=-78354.3127
Ir 0.2845 0.0636 0.4715
N -0.8062 -0.9596 4.3933
C -0.4824 0.0047 5.3078
C -0.8703 -0.1334 6.6460
C -0.5376 0.8379 7.5559
C 0.1937 1.9846 7.1740
C 0.5843 2.1417 5.8766
C 0.2494 1.1503 4.9247
S 0.7851 1.3790 3.3372
N 0.1991 0.0964 2.4902
C -0.5451 -0.9470 3.0466
C -0.9906 -1.9796 2.1944
C -1.6774 -3.1427 2.6046
C -2.0318 -4.0810 1.6675
C -1.7136 -3.8862 0.3177
C -1.0492 -2.7335 -0.0335
N -0.7075 -1.8092 0.8680
H -1.3350 -1.7437 4.7446
H -1.4315 -1.0068 6.9529
H -0.8421 0.7225 8.5872
H 0.4414 2.7352 7.9105
H 1.1448 3.0139 5.5649
H -1.9194 -3.3207 3.6431
H -2.5531 -4.9763 1.9774
H -1.9714 -4.6154 -0.4346
H -0.7703 -2.5197 -1.0572
F -0.6503 2.7810 0.0532
C -1.2687 1.6316 0.3574
F -1.8931 1.7601 1.5348
H -1.9734 1.3484 -0.4308
O 0.0701 -0.0849 -1.4804
S 0.6578 0.9693 -2.5305
C -0.8151 1.5490 -3.3145
C -1.9997 0.8231 -3.2776
C -3.1076 1.3411 -3.9298
C -3.0168 2.5518 -4.6064
C -1.8245 3.2629 -4.6279
C -0.7091 2.7680 -3.9702
C 1.4426 -0.0453 -3.7257
C 0.7261 -0.9090 -4.5524
C 1.4291 -1.6884 -5.4504
C 2.8167 -1.5912 -5.5231
C 3.5146 -0.7198 -4.7006
C 2.8276 0.0641 -3.7867
H -2.0554 -0.1219 -2.7538
H -4.0409 0.7952 -3.9155
H -3.8846 2.9462 -5.1168
H -1.7634 4.2084 -5.1479
H 0.2205 3.3236 -3.9672
H -0.3532 -0.9574 -4.5067
H 0.8978 -2.3634 -6.1068
H 3.3559 -2.1972 -6.2385
H 4.5904 -0.6456 -4.7708
H 3.3566 0.7496 -3.1374
F 2.6493 -1.1044 -0.6322
C 2.3830 -0.3381 0.4522
F 2.6950 -1.0502 1.5554
C 3.3182 0.8860 0.3951
F 4.5839 0.5129 0.3005
F 3.1628 1.6314 1.4912
F 3.0098 1.6378 -0.6706

160
Properties=species:S:1:pos:R:3 method="wB97M-V/def2-TZVPD" orbital_gap_ev=3.79 multiplicity=1 total_charge=-2 homo_energy_ev=-0.647 total_energy_ev=-192794.0379
Sr 0.3606 -1.1366 0.5001
O 3.9185 -1.2700 2.1541
C 3.0728 -1.0532 1.2791
O 2.0840 -0.2248 1.3423
C 3.2430 -1.8258 -0.0756
C 2.6038 -1.1475 -1.3221
C 3.2612 -1.7169 -2.5894
C 2.6285 -3.1452 -2.6565
C 1.7044 -3.1258 -1.4276
O 1.2804 -1.7381 -1.4069
C 2.5527 -3.2613 -0.1323
C 1.6615 -3.6315 1.0979
O 2.1511 -4.3564 1.9690
O 0.4499 -3.1780 1.0529
H 4.3131 -1.9184 -0.2044
H 2.5449 -0.0677 -1.2884
H 2.9869 -1.1134 -3.4527
H 4.3469 -1.7355 -2.5065
H 2.0536 -3.2835 -3.5708
H 3.3672 -3.9450 -2.5891
H 0.8435 -3.7827 -1.4590
H 3.2875 -4.0513 -0.2134
C -1.2127 -2.7709 -4.5326
C -2.1009 -3.9931 -4.2721
P -2.3927 -4.3035 -2.4643
C -4.2135 -4.1863 -2.2748
C -5.1389 -4.1103 -3.3104
C -6.5027 -4.0009 -3.0462
C -6.9576 -3.9725 -1.7367
C -6.0409 -4.0330 -0.6912
C -4.6823 -4.1202 -0.9567
C -2.1681 -6.1522 -2.4741
C -3.1430 -7.0982 -2.1501
C -2.8296 -8.4555 -2.0743
C -1.5350 -8.8956 -2.3135
C -0.5494 -7.9654 -2.6306
C -0.8657 -6.6155 -2.7037
C -1.9172 -1.4141 -4.3013
P -0.7334 -0.1511 -3.6372
C -0.0684 0.3823 -5.3060
C 0.9295 -0.4283 -5.8714
C 1.5271 -0.1131 -7.0873
C 1.1519 1.0413 -7.7674
C 0.1716 1.8616 -7.2218
C -0.4325 1.5363 -6.0071
C -1.8351 1.2706 -3.2878
C -3.2170 1.2641 -3.4612
C -3.9747 2.3924 -3.1589
C -3.3561 3.5411 -2.6808
C -1.9798 3.5534 -2.4945
C -1.2291 2.4225 -2.7876
H -0.8470 -2.8248 -5.5605
H -0.3412 -2.8281 -3.8655
H -1.6307 -4.8881 -4.6741
H -3.0481 -3.8485 -4.7930
H -4.8146 -4.1369 -4.3435
H -7.2061 -3.9331 -3.8686
H -8.0174 -3.8835 -1.5296
H -6.3853 -3.9826 0.3342
H -3.9632 -4.0991 -0.1397
H -4.1600 -6.7775 -1.9581
H -3.6061 -9.1700 -1.8198
H -1.2922 -9.9497 -2.2442
H 0.4728 -8.2894 -2.7971
H -0.0779 -5.8980 -2.9354
H -2.6719 -1.5160 -3.5152
H -2.3879 -1.0614 -5.2228
H 1.2471 -1.3222 -5.3350
H 2.2993 -0.7584 -7.4957
H 1.6273 1.3033 -8.7067
H -0.1258 2.7669 -7.7422
H -1.1956 2.1895 -5.5980
H -3.7166 0.3647 -3.8100
H -5.0524 2.3666 -3.2825
H -3.9481 4.4126 -2.4253
H -1.4963 4.4332 -2.0827
H -0.1562 2.4202 -2.6109
N -1.9477 -0.0581 3.8817
P -0.2556 -0.1050 3.3809
C 0.4742 -1.0414 4.8273
C 0.1891 -0.7308 6.1606
C 0.7975 -1.4231 7.1995
C 1.7084 -2.4428 6.9154
C 1.9858 -2.7709 5.5949
C 1.3644 -2.0751 4.5585
C 0.2629 1.5735 4.0223
C -0.5328 2.7178 3.9423
C -0.1082 3.9313 4.4876
C 1.1278 4.0312 5.1135
C 1.9574 2.9148 5.1479
C 1.5367 1.7087 4.5976
C -2.6966 -1.1895 3.5522
C -4.0996 -1.1718 3.5321
C -4.7560 -2.3452 3.2452
C -4.0308 -3.5057 2.9700
C -2.6539 -3.4156 2.9761
N -2.0042 -2.2897 3.2709
H -2.4121 0.7903 3.6021
H -0.5181 0.0643 6.3782
H 0.5717 -1.1670 8.2310
H 2.1945 -2.9767 7.7262
H 2.6821 -3.5681 5.3486
H 1.5785 -2.3622 3.5355
H -1.4729 2.6741 3.4055
H -0.7508 4.8047 4.4129
H 1.4549 4.9752 5.5421
H 2.9394 2.9789 5.6064
H 2.2059 0.8546 4.6167
H -4.6393 -0.2489 3.7274
H -5.8399 -2.3610 3.2283
H -4.5234 -4.4404 2.7371
H -2.0213 -4.2679 2.7290
C -4.9856 -0.4145 -0.2911
C -3.5046 -0.1180 -0.0550
S -2.3679 -1.3522 -0.6196
C -3.1344 1.0247 0.5481
C -4.2060 2.0125 1.0034
S -1.4554 1.5277 0.8202
H -5.0906 -1.3072 -0.9155
H -5.4975 0.4236 -0.7945
H -5.5228 -0.6093 0.6525
H -5.1528 1.5174 1.2682
H -4.4239 2.7535 0.2130
H -3.8506 2.5774 1.8739
Cl 3.4207 8.1077 -3.5026
C 3.4226 7.2838 -1.9640
C 4.3663 6.3146 -1.7076
C 4.3553 5.6904 -0.4674
C 3.4297 6.0020 0.5161
C 3.5024 5.2300 1.8232
C 2.4813 4.1079 1.8678
N 2.8105 3.1693 0.8082
C 3.9499 2.3910 0.7443
C 3.9225 1.8052 -0.4879
N 2.7946 2.2069 -1.1841
C 2.1601 3.0234 -0.3749
O 3.3738 6.0627 2.9620
C 4.6261 6.3887 3.5476
C 5.1731 5.2776 4.4031
C 4.9553 5.1693 5.7335
Cl 4.0894 6.2703 6.7310
S 5.6564 3.7733 6.4156
C 6.2676 3.2780 4.9040
C 5.9515 4.1618 3.9316
C 2.4682 6.9647 0.2022
Cl 1.1762 7.3893 1.2952
C 2.4694 7.6115 -1.0286
H 5.0927 6.0463 -2.4626
H 5.0824 4.9099 -0.2601
H 4.4815 4.7543 1.8404
H 1.4731 4.4869 1.7138
H 2.5112 3.6209 2.8355
H 4.6188 2.2776 1.5888
H 4.6204 1.0957 -0.9164
H 1.2098 3.5116 -0.5851
H 4.4540 7.2692 4.1575
H 5.3473 6.6521 2.7700
H 6.8124 2.3446 4.8184
H 6.2599 4.0334 2.8989
H 1.7119 8.3532 -1.2512